Entry 1:
Here is a 6-piece molecular cluster, C28H47BFO18S overall from the Open Molecules 2025 dataset. Energies are from ωB97M-V/def2-TZVPD.

The value obtained for the electronic energy is -80882.2236 eV. The net charge is -1. The lowest unoccupied orbital energy is 1.695 eV. As for the spin multiplicity: 1. For the HOMO-LUMO gap, the calculation gives 5.2 eV. The HOMO energy comes out at -3.475 eV.

```
96
Properties=species:S:1:pos:R:3:forces:R:3:mulliken_charge:R:1
C 1.2755 1.2292 -1.0947 -0.5 0.7 0.4 -1.255
C 0.7810 2.4658 -1.4372 1.1 -0.5 -1.0 -0.348
B 0.0102 2.8888 -2.8020 1.6 0.4 0.5 0.480
C 0.2986 4.4840 -3.1187 -0.3 -0.2 -0.2 -0.804
O 1.1505 4.7628 -4.2404 -0.1 0.3 0.0 -0.351
C 0.4475 5.3955 -5.2750 -0.3 -0.2 0.1 -0.712
C -1.5634 2.5628 -2.5281 0.4 0.2 0.1 0.290
F -1.7451 1.2540 -1.9592 -0.2 -0.1 -0.2 -0.520
C -2.2927 3.5342 -1.5950 -0.6 -0.3 -0.2 -0.721
C -3.7299 3.8350 -2.0774 0.3 0.3 0.2 -1.144
S 0.6797 1.8203 -4.2639 0.6 0.3 -0.5 1.409
C 0.1812 0.1093 -4.0623 -0.4 -0.1 -0.3 -0.739
O 0.0761 2.2197 -5.5415 -0.5 -0.1 0.1 -0.787
O 2.1377 1.8007 -4.2643 0.1 -0.2 0.2 -0.781
H 2.0995 0.7324 -1.5997 -1.1 -0.7 -1.2 0.565
H 0.7760 0.6663 -0.3061 1.2 0.6 1.2 0.203
H 0.8829 3.2782 -0.7011 -1.9 -0.5 0.8 0.274
H -0.6455 5.0404 -3.2172 0.0 0.1 -0.2 0.408
H 0.7928 4.9217 -2.2439 0.0 0.0 0.1 0.181
H 1.1106 5.5387 -6.1271 0.1 -0.1 0.0 0.265
H -0.4054 4.7766 -5.5773 0.1 0.0 -0.2 0.277
H 0.0497 6.3736 -4.9605 0.1 0.1 0.0 0.289
H -2.0715 2.5091 -3.4977 -0.1 0.1 0.0 0.205
H -1.7223 4.4363 -1.3782 0.1 0.0 -0.2 0.487
H -2.3952 3.0002 -0.6484 0.3 0.1 0.1 0.405
H -4.0458 4.8675 -1.9125 0.1 0.0 0.2 0.388
H -4.3994 3.1658 -1.5539 -0.3 0.2 0.0 0.140
H -3.8503 3.6330 -3.1400 0.1 0.1 0.0 0.271
H -0.9022 0.0910 -3.9477 0.0 -0.1 0.2 -0.065
H 0.6962 -0.3747 -3.2395 -0.1 0.1 0.1 0.257
H 0.4138 -0.3831 -5.0080 0.2 0.1 0.0 0.438
C -5.4964 -2.2579 -3.3089 -0.2 -0.1 0.2 -1.442
C -5.6070 -0.7672 -3.4943 0.2 -0.3 0.0 0.622
C -4.3323 0.0193 -3.3030 0.2 0.1 -0.2 -0.610
O -4.8310 1.3040 -2.8857 -0.3 -0.4 0.0 -0.158
C -6.0192 1.0933 -2.2816 0.1 -0.1 0.0 0.576
O -6.6262 1.9075 -1.6551 -0.1 0.0 0.0 -0.614
O -6.4415 -0.1769 -2.4752 0.0 0.1 0.0 -0.275
H -6.4981 -2.6934 -3.3141 0.4 0.0 -0.1 0.358
H -4.8956 -2.7041 -4.1026 0.0 0.1 0.0 0.385
H -5.0380 -2.4940 -2.3469 0.1 0.0 0.0 0.367
H -6.0620 -0.5425 -4.4642 0.0 0.1 0.0 0.226
H -3.7459 0.1184 -4.2132 0.0 0.2 0.0 0.360
H -3.6965 -0.3729 -2.5082 0.0 -0.1 0.0 0.218
C 0.1492 0.9039 4.1643 -0.2 0.1 -0.2 -1.508
C 1.2605 0.0361 3.6316 -0.2 0.3 0.1 0.480
C 2.6303 0.6762 3.6225 0.2 0.0 0.1 -0.616
O 3.2757 -0.0128 2.5469 -0.3 0.1 0.1 -0.219
C 2.3017 -0.4167 1.6805 -0.1 0.1 -0.1 0.625
O 2.5017 -0.8482 0.5991 0.3 -0.4 0.1 -0.478
O 1.0763 -0.2421 2.2370 0.2 -0.1 0.1 -0.312
H -0.8171 0.4287 3.9989 0.0 -0.1 0.1 0.364
H 0.2775 1.0766 5.2335 0.0 0.0 0.0 0.382
H 0.1290 1.8648 3.6489 0.1 0.0 0.0 0.352
H 1.2822 -0.9217 4.1619 0.1 0.0 0.0 0.270
H 3.1795 0.5344 4.5510 0.1 -0.1 -0.1 0.354
H 2.5958 1.7408 3.3797 -0.1 0.0 0.0 0.298
C -12.0236 -0.4592 -0.6613 0.0 -0.3 0.0 -1.497
C -10.6263 -0.4193 -1.2239 -0.3 0.1 0.1 0.557
C -10.5298 -0.0370 -2.6825 0.1 0.2 0.0 -0.537
O -9.3221 -0.6916 -3.0804 -0.2 -0.1 -0.1 -0.287
C -9.1512 -1.7625 -2.2738 0.2 0.1 0.0 0.643
O -8.3346 -2.6083 -2.4460 -0.4 -0.2 0.1 -0.565
O -10.0326 -1.7320 -1.2445 0.1 0.1 -0.1 -0.364
H -12.0181 -0.8830 0.3424 0.0 0.1 0.0 0.357
H -12.4446 0.5450 -0.6151 0.0 0.0 0.0 0.382
H -12.6717 -1.0872 -1.2747 0.0 0.0 -0.1 0.350
H -9.9879 0.2223 -0.6111 0.1 0.0 -0.1 0.304
H -10.4536 1.0350 -2.8457 0.2 0.0 0.0 0.309
H -11.3550 -0.4391 -3.2768 -0.1 0.0 0.1 0.303
C 5.9228 -0.9420 1.3497 0.2 0.2 0.2 -1.446
C 7.3893 -1.1669 1.6064 -0.4 -0.1 -0.1 0.607
C 7.7180 -2.4048 2.4044 0.1 0.0 -0.2 -0.372
O 8.9605 -2.0348 3.0342 -0.1 -0.1 0.0 -0.351
C 8.9631 -0.6862 3.1585 -0.1 0.1 0.0 0.669
O 9.7578 -0.0741 3.8011 0.0 0.0 0.1 -0.576
O 7.9443 -0.1393 2.4633 0.2 -0.1 0.0 -0.378
H 5.7560 0.0373 0.9037 0.0 0.0 -0.1 0.414
H 5.5298 -1.7014 0.6744 0.0 0.0 0.0 0.403
H 5.3573 -0.9717 2.2763 0.0 -0.1 0.0 0.254
H 7.9463 -1.1482 0.6650 0.1 0.0 0.1 0.268
H 7.8497 -3.2922 1.7923 0.2 0.0 0.1 0.379
H 6.9884 -2.6117 3.1843 -0.1 0.1 -0.1 0.133
C 9.4030 -5.6591 7.5053 -0.1 -0.3 -0.1 -1.489
C 8.8310 -4.7309 6.4653 0.2 -0.1 0.3 0.537
C 7.6205 -3.9394 6.9040 0.0 0.2 0.0 -0.536
O 6.9472 -3.7135 5.6602 0.0 -0.1 0.1 -0.279
C 7.2828 -4.7276 4.8245 0.1 0.0 0.0 0.688
O 6.7672 -4.9258 3.7740 -0.1 -0.2 0.0 -0.533
O 8.2900 -5.4647 5.3499 -0.1 0.2 0.0 -0.365
H 10.1716 -6.2944 7.0667 0.1 0.1 0.0 0.357
H 9.8439 -5.0897 8.3233 0.0 0.0 0.0 0.384
H 8.6299 -6.3159 7.9070 0.0 0.1 0.0 0.353
H 9.6096 -4.0682 6.0780 -0.1 0.1 0.0 0.291
H 7.8700 -2.9944 7.3798 -0.1 0.1 -0.2 0.308
H 6.9577 -4.5125 7.5572 0.1 -0.1 0.0 0.317
```
Forces are in eV/Å.

---

Entry 2:
Here is C28H47BrN6O2OsSSbSi3 as an isolated structure from the Open Molecules 2025 dataset. Energies are from ωB97M-V/def2-TZVPD.

The value obtained for the electronic energy is -156324.8613 eV. The net charge is +3. The lowest unoccupied orbital energy (spin up / spin down) is -11.259 / -11.260 eV. As for the spin multiplicity: 1. For the energy above the lowest of the compared OMol25 structures with the same formula, charge and spin, the calculation gives 245.0 kJ/mol. For the HOMO-LUMO gap (spin up / spin down), the calculation gives 1.6 / 1.6 eV. The HOMO energy (spin up / spin down) comes out at -12.877 / -12.877 eV.

```
90
Properties=species:S:1:pos:R:3:forces:R:3:mulliken_charge:R:1
Os 2.9120 -2.0996 -2.7057 -0.2 0.8 0.2 0.681
O 0.8676 0.8167 1.0864 -0.2 0.0 -0.1 -0.666
C 0.3904 1.4672 -0.0247 -0.1 0.0 0.4 0.253
C -0.6267 2.3971 0.1998 0.1 -0.2 0.1 -0.572
C -1.1706 3.1034 -0.8611 0.0 0.0 -0.1 -0.562
C -0.7203 2.8701 -2.1540 -0.1 0.0 0.1 -1.141
C 0.3042 1.9623 -2.3624 0.1 -0.1 0.0 -0.304
C 0.8937 1.2712 -1.3056 0.2 0.1 -0.1 0.228
C 2.0634 0.3370 -1.5160 -0.2 -0.7 -0.1 0.161
O 1.6047 -0.9939 -1.6778 0.3 0.2 0.1 -0.793
N 2.8171 0.7442 -2.7075 -0.2 0.2 0.0 -0.454
N 3.6361 -0.2615 -3.1759 0.0 -0.3 -0.1 -0.107
C 4.5985 -0.0113 -3.9883 0.0 0.2 0.1 -0.020
C 5.2711 -1.0732 -4.6902 0.1 -0.1 -0.2 -0.033
Br 4.2476 -2.7147 -4.7768 0.2 -0.1 0.0 -0.170
C 6.4090 -0.9985 -5.3877 0.0 0.0 0.0 -0.727
C 7.3446 0.1243 -5.4020 0.0 0.0 0.0 0.658
C 8.0895 0.3448 -6.5641 0.0 0.0 0.0 -0.497
C 8.9648 1.4131 -6.6432 0.0 0.0 0.0 -0.572
C 9.1283 2.2580 -5.5534 0.0 0.0 0.0 -0.445
C 8.4237 2.0250 -4.3800 0.0 0.0 0.0 -0.592
C 7.5366 0.9646 -4.3015 0.0 0.0 0.0 -0.430
H 1.4110 0.0571 0.8468 0.0 0.1 -0.2 0.348
H -0.9212 2.5895 1.2275 0.0 0.0 0.0 0.711
H -1.9250 3.8602 -0.6849 0.0 0.0 0.0 0.663
H -1.1447 3.4119 -2.9874 0.0 0.0 0.0 0.447
H 0.6766 1.7874 -3.3627 0.0 0.0 0.0 0.438
H 2.7381 0.3845 -0.6444 0.0 -0.1 0.0 0.347
H 3.2884 1.6392 -2.6197 0.0 0.0 0.0 0.311
H 4.8718 1.0124 -4.2288 0.0 0.0 0.0 0.686
H 6.6654 -1.8389 -6.0247 0.0 0.0 0.0 0.384
H 7.9704 -0.3202 -7.4104 0.0 0.0 0.0 0.384
H 9.5284 1.5813 -7.5504 0.0 0.0 0.0 0.401
H 9.8223 3.0854 -5.6106 0.0 0.0 0.0 0.399
H 8.5847 2.6589 -3.5186 0.0 0.0 0.0 0.392
H 7.0446 0.7517 -3.3603 0.0 0.0 0.0 0.586
C 1.2548 -6.7386 -0.9130 0.0 0.0 0.0 -1.219
C 2.5207 -5.9878 -0.7514 0.0 0.0 0.0 0.880
N 3.5657 -6.3760 -0.1038 0.0 -0.1 0.0 -0.687
N 4.4797 -5.3685 -0.2565 0.0 0.0 0.1 0.190
C 4.0175 -4.3467 -0.9734 0.1 0.2 -0.2 0.347
S 4.6961 -2.8682 -1.4463 0.0 -0.2 0.0 -0.391
N 2.7627 -4.7364 -1.3020 -0.1 0.0 0.1 0.307
N 1.9159 -3.9153 -2.0722 -0.2 -0.1 0.0 -0.731
H 1.3336 -7.6673 -0.3543 0.0 0.0 0.0 0.357
H 1.0701 -6.9805 -1.9609 0.0 0.0 0.0 0.322
H 0.4063 -6.1680 -0.5309 0.0 0.0 0.0 0.307
H 5.3979 -5.4591 0.1516 0.0 0.0 0.0 0.170
H 1.5781 -4.4671 -2.8599 0.0 0.1 0.0 0.376
H 1.1064 -3.6522 -1.5038 0.1 0.0 0.0 0.354
C -5.2848 3.4498 4.5580 0.0 -0.2 -0.2 -1.000
Si -3.4519 3.1875 4.3489 0.4 0.2 0.1 0.203
C -2.6310 4.4184 3.2468 -0.1 0.0 -0.1 -0.913
C -2.5050 2.7658 5.8766 -0.1 -0.1 0.0 -0.981
Sb -3.6979 0.9096 2.9647 -0.6 0.1 -0.2 0.345
Si -4.1273 -1.2357 4.4878 0.2 -0.5 0.1 0.205
C -4.6876 -2.5873 3.3504 0.0 0.2 -0.1 -0.967
C -5.5002 -0.4843 5.5007 0.0 0.2 -0.2 -0.998
C -2.5778 -1.5943 5.4311 0.0 0.2 0.0 -0.956
Si -5.3124 0.9961 0.7439 0.1 -0.2 -0.5 0.250
C -6.9381 0.7874 1.6281 0.2 0.0 0.2 -0.982
C -5.0594 2.6616 -0.0105 0.1 0.1 0.3 -0.675
C -4.8295 -0.4115 -0.3778 -0.1 0.0 0.3 -0.981
H -5.3679 4.3607 5.1624 0.0 0.0 0.0 0.429
H -5.8075 2.6573 5.0944 0.0 0.0 0.0 0.365
H -5.7923 3.6399 3.6111 0.0 0.1 0.0 0.336
H -2.6915 5.3859 3.7567 0.0 0.0 0.0 0.405
H -3.1237 4.5292 2.2805 0.0 0.0 0.0 0.284
H -1.5756 4.2031 3.0797 0.0 0.0 0.0 0.354
H -2.4558 3.6673 6.4953 0.0 0.0 0.0 0.401
H -1.4802 2.4725 5.6451 0.0 0.0 0.0 0.371
H -2.9703 1.9845 6.4782 0.0 0.0 0.0 0.313
H -5.5848 -2.2970 2.8004 0.0 0.0 0.0 0.300
H -4.9428 -3.4739 3.9371 0.0 0.0 0.1 0.403
H -3.9170 -2.8766 2.6336 0.0 0.0 0.0 0.347
H -6.3671 -0.2042 4.8991 -0.1 0.0 0.1 0.360
H -5.1881 0.3680 6.1042 0.0 0.0 0.0 0.327
H -5.8244 -1.2746 6.1869 0.0 0.0 0.0 0.442
H -1.7516 -1.9129 4.7942 -0.1 0.0 0.0 0.359
H -2.7939 -2.4089 6.1292 0.0 0.0 0.0 0.366
H -2.2469 -0.7381 6.0209 0.0 0.0 0.0 0.325
H -7.1577 1.5900 2.3334 0.0 0.0 0.0 0.353
H -7.0501 -0.1709 2.1353 0.0 0.0 0.0 0.330
H -7.6930 0.8318 0.8351 0.0 0.0 0.0 0.423
H -5.2481 3.4681 0.7001 0.0 0.0 0.0 0.309
H -5.7560 2.7896 -0.8435 0.0 -0.1 0.0 0.425
H -4.0497 2.7662 -0.4066 0.0 0.0 0.0 0.073
H -4.8843 -1.3861 0.1084 0.0 0.0 0.0 0.326
H -3.8419 -0.2771 -0.8097 0.2 0.1 0.0 0.371
H -5.5368 -0.4322 -1.2132 -0.1 0.1 0.0 0.376
```
Forces are in eV/Å.

---

- The highest net charge belongs to which entry?
  C28H47BrN6O2OsSSbSi3